(1)
Density functional theory data (the ωB97M-V functional and the def2-TZVPD basis) for a 2-piece molecular cluster, C15H18O overall.

```
! RIJCOSX wB97M-V def2-TZVPD def2/J DEFGRID3
* xyz 0 1
C 1.055 -4.119 -0.945
C 1.557 -2.775 -1.269
C 0.850 -1.664 -0.695
C 1.324 -0.376 -0.896
C 2.557 -0.300 -1.589
O 3.084 0.961 -1.504
C 3.232 -1.424 -2.217
C 2.743 -2.660 -1.952
H -0.076 -4.231 -0.877
H 1.270 -4.406 0.056
H 1.587 -4.746 -1.656
H -0.120 -1.838 -0.340
H 0.769 0.393 -0.516
H 2.624 1.445 -0.857
H 4.095 -1.338 -2.877
H 3.095 -3.646 -2.229
C -4.003 0.740 1.820
C -3.271 1.247 0.568
C -1.818 1.699 0.747
C -0.988 1.105 1.793
C 0.318 1.467 2.036
C 0.902 2.442 1.209
C 0.125 3.016 0.217
C -1.252 2.734 -0.024
H -3.878 1.387 2.647
H -3.698 -0.317 1.939
H -4.950 0.654 1.518
H -3.193 0.527 -0.154
H -3.740 2.207 0.102
H -1.607 0.495 2.616
H 0.791 1.183 3.020
H 1.996 2.900 1.371
H 0.478 3.907 -0.259
H -1.857 3.329 -0.802
*
```

frontier orbital gap	8.58	eV
total energy	-657.5191	hartree
maximum force	5.02	eV/Å
relative energy (zero: lowest compared OMol25 entry of this formula, charge and spin)	257.2	kJ/mol
highest occupied orbital energy	-0.2852	hartree

Löwdin population analysis, charges in e, atoms 1 to 5: atom 1 (C): -0.08, atom 2 (C): -0.30, atom 3 (C): -0.01, atom 4 (C): -0.01, atom 5 (C): -0.24

(2)
Density functional theory data (the ωB97M-V functional and the def2-TZVPD basis) for a 2-piece molecular cluster, C15H18O overall.

```
! RIJCOSX wB97M-V def2-TZVPD def2/J DEFGRID3
* xyz 0 1
C 0.556 -0.263 4.210
C 1.248 1.176 4.023
C 1.597 1.246 2.573
C 0.916 2.104 1.767
C 0.930 1.864 0.372
C 1.907 1.058 -0.258
O 1.971 0.855 -1.536
C 2.734 0.251 0.607
C 2.428 0.350 1.938
H -0.494 -0.221 4.505
H 0.799 -0.627 5.176
H 0.779 -0.794 3.353
H 0.736 2.017 4.449
H 2.168 1.118 4.737
H 0.126 2.659 2.320
H 0.304 2.277 -0.387
H 1.087 1.130 -2.072
H 3.512 -0.357 0.213
H 2.787 -0.362 2.687
C -1.907 -3.337 -2.816
C -1.864 -1.714 -2.673
C -2.968 -0.894 -2.365
C -2.771 0.537 -2.204
C -1.544 1.037 -2.237
C -0.460 0.221 -2.686
C -0.651 -1.132 -2.928
H -0.959 -3.853 -2.561
H -2.244 -3.746 -3.682
H -2.507 -3.790 -1.921
H -3.974 -1.301 -2.276
H -3.442 1.308 -1.819
H -1.415 2.070 -1.760
H 0.331 0.721 -3.244
H 0.285 -1.609 -3.505
*
```

frontier orbital gap	8.51	eV
total energy	-657.4712	hartree
maximum force	5.60	eV/Å
relative energy (zero: lowest compared OMol25 entry of this formula, charge and spin)	383.0	kJ/mol
highest occupied orbital energy	-0.2876	hartree

Löwdin population analysis, charges in e, atoms 1 to 5: atom 1 (C): -0.07, atom 2 (C): -0.17, atom 3 (C): -0.32, atom 4 (C): -0.04, atom 5 (C): -0.01

(3)
Density functional theory data (the ωB97M-V functional and the def2-TZVPD basis) for a 2-piece molecular cluster, C15H18O overall.

```
! RIJCOSX wB97M-V def2-TZVPD def2/J DEFGRID3
* xyz 0 1
C 0.835 -0.317 -3.067
C 1.198 0.787 -2.055
C 2.092 0.302 -0.996
C 3.480 0.494 -1.149
C 4.473 0.093 -0.218
C 3.968 -0.576 0.879
O 4.805 -1.142 1.809
C 2.618 -0.993 0.992
C 1.686 -0.491 0.077
H -0.254 -0.591 -3.209
H 1.335 -1.322 -2.790
H 1.190 0.065 -4.062
H 1.502 1.635 -2.650
H 0.225 0.865 -1.505
H 3.731 1.082 -2.016
H 5.483 0.355 -0.405
H 5.753 -0.746 1.637
H 2.285 -1.717 1.672
H 0.684 -0.976 -0.020
C -1.951 -1.197 -0.057
C -2.946 -0.229 0.582
C -3.886 -0.702 1.533
C -4.387 0.192 2.503
C -4.076 1.560 2.386
C -3.238 2.021 1.405
C -2.622 1.136 0.544
H -1.665 -1.884 0.808
H -1.132 -0.707 -0.534
H -2.333 -1.959 -0.733
H -4.241 -1.647 1.268
H -5.098 -0.249 3.185
H -4.623 2.282 2.981
H -2.879 3.056 1.424
H -2.012 1.518 -0.221
*
```

frontier orbital gap	9.09	eV
total energy	-657.5384	hartree
maximum force	3.57	eV/Å
relative energy (zero: lowest compared OMol25 entry of this formula, charge and spin)	206.6	kJ/mol
highest occupied orbital energy	-0.3034	hartree

Löwdin population analysis, charges in e, atoms 1 to 5: atom 1 (C): -0.11, atom 2 (C): -0.23, atom 3 (C): -0.28, atom 4 (C): -0.02, atom 5 (C): -0.01

(4)
Density functional theory data (the ωB97M-V functional and the def2-TZVPD basis) for a 2-piece molecular cluster, C15H18O2 overall.

```
! RIJCOSX wB97M-V def2-TZVPD def2/J DEFGRID3
* xyz 0 1
C 3.025 -0.110 0.067
C 2.146 -1.310 0.456
C 1.542 -2.008 -0.776
C 2.334 -2.783 -1.621
C 1.857 -3.193 -2.854
C 0.509 -2.900 -3.171
O 0.023 -3.204 -4.409
C -0.297 -2.145 -2.350
C 0.207 -1.854 -1.069
H 2.477 0.785 0.327
H 3.259 -0.135 -1.002
H 3.986 -0.234 0.565
H 2.558 -2.142 1.040
H 1.242 -0.931 0.933
H 3.330 -3.031 -1.274
H 2.347 -3.962 -3.440
H 0.674 -3.616 -5.018
H -1.186 -1.661 -2.730
H -0.470 -1.244 -0.470
C 0.486 2.924 2.174
C -0.887 2.473 1.791
C -1.406 2.523 0.503
C -2.676 2.037 0.188
C -3.489 1.521 1.187
O -4.795 1.237 0.934
C -3.024 1.579 2.503
C -1.803 2.179 2.786
H 1.157 3.224 1.359
H 0.954 2.118 2.723
H 0.527 3.816 2.810
H -0.775 2.944 -0.273
H -3.143 2.417 -0.717
H -5.259 0.969 1.736
H -3.791 1.382 3.246
H -1.639 2.335 3.845
*
```

frontier orbital gap	8.95	eV
total energy	-732.8113	hartree
maximum force	2.29	eV/Å
relative energy (zero: lowest compared OMol25 entry of this formula, charge and spin)	144.4	kJ/mol
highest occupied orbital energy	-0.2996	hartree

Löwdin population analysis, charges in e, atoms 1 to 5: atom 1 (C): -0.08, atom 2 (C): -0.20, atom 3 (C): -0.27, atom 4 (C): -0.05, atom 5 (C): -0.02

(5)
Density functional theory data (the ωB97M-V functional and the def2-TZVPD basis) for C15H19BiClIN3OP as an isolated structure.

```
! RIJCOSX wB97M-V def2-TZVPD def2/J DEFGRID3
* xyz 2 1
C 3.295 1.074 2.392
I 2.439 2.543 0.811
H 2.984 0.021 2.296
H 3.028 1.475 3.371
H 4.374 1.137 2.225
Bi 0.951 -0.062 1.049
P 1.485 -0.113 -1.794
C 1.696 1.379 -2.798
C 3.118 -0.926 -1.895
H 0.206 -2.109 -2.275
H 1.006 -1.458 -3.751
H -0.480 -0.680 -3.107
C 0.452 -1.196 -2.836
H 3.070 -1.908 -1.403
H 3.387 -1.052 -2.956
H 2.310 1.147 -3.677
H 2.190 2.156 -2.205
H 3.878 -0.312 -1.390
H 0.724 1.759 -3.130
C -0.568 1.245 -0.621
O -1.452 1.972 -0.652
Cl 0.488 -2.484 0.534
N -9.748 -2.876 2.683
C -8.673 -2.428 2.594
C -7.355 -1.868 2.517
C -6.304 -2.571 1.905
C -5.027 -2.014 1.833
C -4.798 -0.750 2.397
C -5.841 -0.036 3.011
C -7.115 -0.605 3.069
N -3.506 -0.188 2.371
C -3.131 1.042 2.935
C -1.798 1.184 2.737
N -1.330 0.064 2.038
C -2.384 -0.741 1.841
H -6.488 -3.561 1.476
H -4.213 -2.560 1.337
H -5.657 0.951 3.431
H -7.916 -0.044 3.545
H -3.820 1.687 3.446
H -1.148 1.998 3.017
H -2.387 -1.695 1.322
*
```

frontier orbital gap	5.41	eV
total energy	-2135.7270	hartree
maximum force	5.18	eV/Å
relative energy (zero: lowest compared OMol25 entry of this formula, charge and spin)	0.0	kJ/mol
highest occupied orbital energy	-0.5168	hartree

Löwdin population analysis, charges in e, atoms 1 to 5: atom 1 (C): -0.41, atom 2 (I): 0.82, atom 3 (H): -0.07, atom 4 (H): 0.03, atom 5 (H): 0.03

(6)
Density functional theory data (the ωB97M-V functional and the def2-TZVPD basis) for a 2-piece molecular cluster, C15H19Cl4FN3O overall.

```
! RIJCOSX wB97M-V def2-TZVPD def2/J DEFGRID3
* xyz -1 1
N -5.303 -1.444 -1.107
C -4.283 -0.685 -0.986
N -4.014 0.306 -2.004
N -3.396 -0.659 0.069
C -2.856 -1.966 0.513
C -1.346 -1.957 0.645
C -0.603 -1.740 -0.658
C 0.901 -1.956 -0.493
C 1.534 -1.090 0.541
F 1.274 -1.684 1.848
C 3.046 -1.171 0.424
C 3.554 -0.297 -0.677
O 3.386 -0.511 -1.877
C 4.337 0.913 -0.218
C 3.651 1.969 0.300
C 4.319 3.059 0.752
C 5.675 3.106 0.677
C 6.352 2.060 0.141
C 5.691 0.956 -0.294
H -5.359 -2.054 -0.290
H -4.866 0.858 -2.070
H -3.970 -0.211 -2.876
H -2.614 -0.080 -0.218
H -3.204 -2.785 -0.114
H -3.265 -2.176 1.505
H -1.059 -2.926 1.047
H -1.046 -1.212 1.378
H -0.945 -2.474 -1.399
H -0.784 -0.759 -1.095
H 1.360 -1.670 -1.438
H 1.126 -3.036 -0.360
H 3.420 -2.213 0.296
H 3.443 -0.827 1.375
H 2.574 1.922 0.350
H 3.745 3.870 1.173
H 6.197 3.976 1.046
H 7.428 2.126 0.077
H 6.250 0.125 -0.696
C -6.065 2.459 0.945
Cl -6.757 0.888 1.343
Cl -7.017 3.735 1.726
Cl -4.400 2.544 1.509
Cl -6.110 2.706 -0.810
*
```

frontier orbital gap	4.18	eV
total energy	-2763.0717	hartree
maximum force	1.91	eV/Å
highest occupied orbital energy	-0.0815	hartree

Löwdin population analysis, charges in e, atoms 1 to 5: atom 1 (N): 0.10, atom 2 (C): -0.59, atom 3 (N): 0.07, atom 4 (N): 0.04, atom 5 (C): -0.22

no.,lowest unoccupied orbital energy (eV)
1,0.81
2,0.69
3,0.83
4,0.80
5,-8.65
6,1.96